(1)
{"formula": "C10H36N4O8", "method": "the ωB97M-V functional and the def2-TZVPD basis", "elements": ["N", "C", "N", "O", "H", "H", "H", "H", "N", "C", "N", "O", "H", "H", "H", "H", "C", "C", "O", "H", "H", "H", "H", "H", "H", "C", "C", "O", "H", "H", "H", "H", "H", "H", "C", "O", "H", "H", "H", "H", "C", "O", "H", "H", "H", "H", "C", "O", "H", "H", "H", "H", "C", "O", "H", "H", "H", "H"], "positions_angstrom": [[3.530, 3.844, 0.426], [2.769, 3.175, -0.377], [2.245, 2.142, 0.229], [2.751, 3.447, -1.565], [4.109, 4.534, -0.032], [3.602, 3.550, 1.389], [1.845, 1.358, -0.266], [2.228, 2.158, 1.239], [-4.276, -0.157, 1.151], [-4.312, -1.264, 0.447], [-5.565, -1.698, 0.325], [-3.409, -1.848, -0.055], [-5.097, 0.290, 1.532], [-3.439, 0.381, 1.325], [-6.252, -1.282, 0.938], [-5.791, -2.357, -0.406], [1.950, -2.591, -4.847], [1.725, -2.512, -3.360], [1.041, -3.724, -2.991], [0.988, -2.369, -5.308], [2.251, -3.589, -5.167], [2.666, -1.822, -5.138], [1.183, -1.636, -3.005], [2.677, -2.462, -2.833], [0.651, -3.667, -2.116], [-3.305, 3.355, -0.518], [-2.782, 2.247, -1.441], [-1.574, 1.738, -0.873], [-3.809, 4.134, -1.089], [-2.481, 3.917, -0.077], [-4.005, 2.973, 0.225], [-2.556, 2.706, -2.403], [-3.554, 1.486, -1.551], [-0.982, 1.657, -1.625], [4.209, -0.865, 2.035], [4.596, -0.654, 0.721], [4.296, 0.183, 2.321], [3.152, -1.047, 2.225], [4.894, -1.541, 2.548], [4.406, -1.449, 0.218], [0.130, -0.657, 0.642], [-0.010, 0.565, 1.178], [-0.854, -1.116, 0.732], [0.258, -0.624, -0.440], [0.862, -1.153, 1.280], [-0.625, 0.996, 0.579], [-1.662, -4.300, -0.172], [-1.424, -3.221, -1.071], [-2.382, -5.084, -0.410], [-0.805, -4.939, 0.042], [-2.110, -4.111, 0.804], [-2.123, -2.627, -0.789], [1.790, 2.833, 4.458], [1.942, 1.784, 3.594], [2.752, 3.200, 4.815], [1.452, 3.734, 3.946], [1.100, 2.619, 5.274], [1.135, 1.363, 3.290]]}

***

(2)
{"formula": "C20H46LaOP4S", "method": "the ωB97M-V functional and the def2-TZVPD basis", "elements": ["La", "P", "P", "P", "H", "C", "C", "H", "C", "C", "C", "C", "C", "C", "C", "C", "C", "H", "H", "H", "H", "H", "H", "H", "H", "H", "H", "H", "H", "H", "H", "H", "H", "H", "H", "H", "H", "H", "H", "H", "H", "H", "H", "H", "H", "H", "C", "C", "C", "C", "C", "C", "S", "H", "H", "H", "H", "H", "H", "C", "P", "C", "C", "O", "H", "H", "H", "H", "H", "H", "H", "H", "H"], "positions_angstrom": [[0.498, 0.077, -0.841], [-1.434, 2.162, -0.257], [-1.820, -1.552, 0.707], [2.160, 2.270, -1.700], [-1.426, -4.832, -2.469], [-0.486, -4.369, -2.787], [0.644, -4.203, -2.043], [0.870, -4.480, -0.981], [-2.562, 2.251, -1.703], [-2.675, 2.269, 1.087], [-0.820, 3.888, -0.153], [-1.664, -3.352, 1.047], [-2.459, -1.127, 2.389], [-3.382, -1.468, -0.240], [3.602, 1.210, -2.186], [2.977, 3.712, -0.889], [1.674, 2.968, -3.327], [-0.481, -3.918, -3.789], [1.468, -3.634, -2.514], [-3.242, 3.103, -1.580], [-3.141, 1.323, -1.780], [-1.985, 2.364, -2.630], [-3.157, 3.254, 1.057], [-2.205, 2.157, 2.068], [-3.460, 1.512, 0.993], [-1.678, 4.541, 0.046], [-0.340, 4.206, -1.083], [-0.096, 3.999, 0.661], [-2.631, -3.846, 0.877], [-1.352, -3.489, 2.099], [-0.899, -3.800, 0.394], [-3.416, -1.652, 2.546], [-2.609, -0.039, 2.479], [-1.732, -1.484, 3.138], [-4.082, -2.216, 0.153], [-3.173, -1.692, -1.294], [-3.819, -0.467, -0.138], [4.033, 1.540, -3.142], [3.306, 0.156, -2.301], [4.394, 1.215, -1.416], [3.542, 4.335, -1.593], [3.676, 3.410, -0.094], [2.226, 4.370, -0.421], [2.554, 3.323, -3.878], [0.951, 3.774, -3.153], [1.094, 2.235, -3.898], [1.600, -1.063, -5.540], [1.072, -0.378, -6.671], [1.216, -0.928, -7.957], [1.886, -2.146, -8.140], [2.452, -2.781, -7.025], [2.306, -2.256, -5.745], [1.542, -0.263, -3.958], [0.710, -0.797, -2.693], [0.574, 0.593, -6.535], [0.789, -0.420, -8.833], [1.971, -2.604, -9.133], [2.982, -3.712, -7.132], [2.785, -2.698, -4.896], [3.186, 0.370, 3.159], [1.529, 0.822, 2.669], [0.580, 0.025, 3.922], [1.347, 2.598, 2.766], [1.235, 0.330, 1.237], [3.365, 0.871, 4.123], [3.926, 0.670, 2.416], [3.237, -0.718, 3.271], [0.952, 0.420, 4.883], [-0.496, 0.216, 3.839], [0.748, -1.057, 3.887], [1.974, 3.086, 2.001], [0.293, 2.888, 2.611], [1.675, 2.936, 3.765]], "charge": 3}

***

| no. | electronic energy (hartree) | HOMO energy (eV) | frontier orbital gap (eV) |
| --- | --- | --- | --- |
| 1 | -1223.461926 | -9.26 | 9.4385 |
| 2 | -2659.179320 | -16.57 | 7.0657 |